(1)
Density functional theory data (ωB97M-V with the def2-TZVPD basis set) for a 2-piece molecular cluster, C4H11NO3 overall.

- E_LUMO (eV) = 6.62
- ΔE to the lowest compared entry with this formula, charge and spin (kJ/mol) = 135.2
- frontier orbital gap (eV) = 6.00
- HOMO energy (eV) = 0.620

The geometry in ORCA input format:
```
! wB97M-V def2-TZVPD RIJCOSX def2/J DEFGRID3
* xyz -2 1
C -0.5902 0.8697 0.0797
C -1.4061 -0.0612 0.9973
C -0.5403 -0.3730 2.3340
O -1.1688 -0.9970 3.3080
N 0.2606 0.0363 -0.8280
C 1.1158 0.9656 -1.6569
O 2.0129 1.6098 -0.8953
H -1.2305 1.4334 -0.5966
H 0.0857 1.5496 0.5899
H -1.7075 -1.0291 0.5922
H -2.3138 0.3658 1.3903
H 0.0024 0.5775 2.6667
H 0.2713 -1.0104 1.8541
H 0.9389 -0.2834 -0.1268
H 1.5631 0.4549 -2.5619
H 0.3195 1.6233 -2.1384
H 0.3759 -1.0908 -1.8625
H -0.0511 -1.3688 -3.4137
O 0.2120 -1.8295 -2.6070
*
```

Mulliken population analysis, charges in e, atoms 1 to 2: C -0.59; C -0.74

---

(2)
Density functional theory data (ωB97M-V with the def2-TZVPD basis set) for C48H34Br2FeIN4O3P as an isolated structure.

- E_LUMO (spin up / spin down) (eV) = -3.25 / -3.27
- ΔE to the lowest compared entry with this formula, charge and spin (kJ/mol) = 0.0
- frontier orbital gap (spin up / spin down) (eV) = 6.51 / 6.49
- HOMO energy (spin up / spin down) (eV) = -9.753 / -9.757

The geometry in ORCA input format:
```
! wB97M-V def2-TZVPD RIJCOSX def2/J DEFGRID3
* xyz 1 2
Fe 0.8425 0.3649 1.1579
C 1.4392 3.0659 -1.1566
C 2.5801 2.1499 -0.8283
C 3.7794 2.2660 -1.5723
C 4.8758 1.5199 -1.2619
C 4.8185 0.6332 -0.1623
C 5.8983 -0.1382 0.3345
Br 7.5790 -0.0821 -0.5266
C 5.7437 -0.9165 1.4449
C 4.5004 -0.9932 2.1015
Br 4.3530 -2.0032 3.6795
C 3.4018 -0.3102 1.6296
O 2.2061 -0.3310 2.1966
C 3.5856 0.5386 0.5005
N 2.4846 1.2785 0.1528
H 1.8291 3.9716 -1.6171
H 0.8637 3.3250 -0.2700
H 0.7539 2.5970 -1.8669
H 3.8078 2.9764 -2.3869
H 5.7914 1.6123 -1.8298
H 6.5789 -1.4798 1.8366
I 0.7488 2.4024 2.8800
C -0.8658 2.3610 4.2067
C -0.9859 3.5585 4.8565
C -1.9932 3.7719 5.8106
C -2.8590 2.7619 6.0795
C -2.7562 1.5130 5.4199
C -3.6895 0.5134 5.7741
C -3.6536 -0.7124 5.1907
C -2.6753 -0.9665 4.2208
C -1.7265 -0.0425 3.8355
P -0.6410 -0.7913 2.5445
C 0.1921 -2.1570 3.4094
C 0.1943 -2.2756 4.7965
C 0.8277 -3.3509 5.4065
C 1.4496 -4.3233 4.6427
C 1.4665 -4.2042 3.2590
C 0.8615 -3.1188 2.6530
C -1.8794 -1.5823 1.4651
C -1.9717 -2.9645 1.3160
C -2.9138 -3.5095 0.4548
C -3.7742 -2.6819 -0.2507
C -3.7000 -1.3056 -0.0878
C -2.7565 -0.7557 0.7650
C -1.7431 1.2616 4.4385
H -0.2957 4.3622 4.6372
H -2.0657 4.7266 6.3120
H -3.6475 2.8879 6.8100
H -4.4345 0.7522 6.5225
H -4.3629 -1.4841 5.4554
H -2.6781 -1.9453 3.7601
H -0.2863 -1.5344 5.4176
H 0.8253 -3.4250 6.4858
H 1.9276 -5.1673 5.1217
H 1.9637 -4.9503 2.6530
H 0.8813 -3.0337 1.5761
H -1.3088 -3.6187 1.8645
H -2.9771 -4.5835 0.3402
H -4.5082 -3.1089 -0.9211
H -4.3743 -0.6568 -0.6309
H -2.7058 0.3195 0.8953
C 0.5232 4.3965 -7.3233
O -0.6416 3.6753 -7.6853
C -0.8431 2.4668 -7.1122
C -2.0457 1.8341 -7.4268
C -2.3266 0.5903 -6.9042
C -1.4440 -0.0169 -6.0138
C -0.2312 0.5953 -5.7311
C 0.0783 1.8293 -6.2833
N -1.7886 -1.3348 -5.5705
N -1.6134 -1.7202 -4.4075
C -1.2817 -0.8374 -3.3298
C -1.9648 0.3186 -3.0455
C -1.7114 1.0628 -1.8791
C -0.7567 0.6482 -0.9774
O -0.4509 1.2839 0.1458
C -0.0593 -0.5431 -1.2584
N 0.8801 -0.8948 -0.3336
C 1.6148 -1.9623 -0.5492
C 1.4149 -2.7976 -1.6616
C 0.4427 -2.4898 -2.5734
C -0.3134 -1.3098 -2.4051
H 0.4304 5.3720 -7.7909
H 1.4256 3.9042 -7.6939
H 0.5898 4.5175 -6.2392
H -2.7285 2.3265 -8.1054
H -3.2398 0.0727 -7.1681
H 0.4971 0.0978 -5.1041
H 1.0418 2.2734 -6.0820
H -2.7242 0.6675 -3.7334
H -2.2735 1.9649 -1.6730
H 2.4044 -2.1712 0.1652
H 2.0306 -3.6792 -1.7677
H 0.2429 -3.1274 -3.4245
*
```

Mulliken population analysis, charges in e, atoms 1 to 2: Fe -0.77; C -1.52

---

(3)
Density functional theory data (ωB97M-V with the def2-TZVPD basis set) for a 2-piece molecular cluster, C4H13FSi2 overall.

- E_LUMO (spin up / spin down) (eV) = -0.16 / -0.03
- ΔE to the lowest compared entry with this formula, charge and spin (kJ/mol) = 283.9
- frontier orbital gap (spin up / spin down) (eV) = 8.35 / 6.70
- HOMO energy (spin up / spin down) (eV) = -8.508 / -6.731

The geometry in ORCA input format:
```
! wB97M-V def2-TZVPD RIJCOSX def2/J DEFGRID3
* xyz 0 1
C -2.2920 2.0120 -0.5373
C 0.3674 0.8743 2.2400
C 2.0339 -1.6796 0.0436
C 0.1801 -0.2968 -1.9982
F -0.4103 -2.7776 -0.8600
Si -0.8066 -0.1814 1.1770
Si 0.2937 -1.3861 -0.4906
H -3.0114 2.6081 -0.0090
H -1.3423 2.3631 -0.3366
H -2.5352 1.5886 -1.5248
H 0.0792 0.7161 3.2524
H 1.2912 0.4396 1.9734
H 0.2626 1.9698 1.8828
H 2.7378 -1.7563 -0.8882
H 2.4964 -0.9676 0.7024
H 2.1724 -2.6589 0.5561
H -0.7008 -0.5818 -2.4623
H 0.2556 0.6916 -1.5561
H 1.1472 -0.5788 -2.6219
H -2.2189 -0.3983 1.4574
*
```

Mulliken population analysis, charges in e, atoms 1 to 2: C -1.00; C -0.73

---

(4)
Density functional theory data (ωB97M-V with the def2-TZVPD basis set) for the molecule C5H14N2O.

- E_LUMO (eV) = 0.94
- ΔE to the lowest compared entry with this formula, charge and spin (kJ/mol) = 372.2
- SMILES string = C[C@@H](O)N(C)N(C)C
- frontier orbital gap (eV) = 9.68
- HOMO energy (eV) = -8.743

The geometry in ORCA input format:
```
! wB97M-V def2-TZVPD RIJCOSX def2/J DEFGRID3
* xyz 0 1
C -2.2676 0.4970 0.2391
C -0.9359 0.0393 0.8123
O -1.2679 -1.1041 1.8954
N -0.1212 -0.6545 -0.1485
C 0.7379 -1.7402 0.2905
N 0.5520 0.6350 -0.4452
C 0.6260 0.8225 -1.8823
C 1.8006 0.9552 0.2292
H -2.7076 -0.2908 -0.3698
H -2.1343 1.3946 -0.3609
H -2.9534 0.7080 1.0552
H -0.5118 0.7546 1.5221
H -1.9096 -1.7283 1.5382
H 0.1204 -2.6361 0.3257
H 1.1730 -1.6075 1.2865
H 1.5247 -1.8484 -0.4566
H 0.8042 1.8770 -2.0969
H -0.3234 0.5311 -2.3230
H 1.4366 0.2377 -2.3360
H 1.6990 0.7583 1.2942
H 2.6506 0.3821 -0.1618
H 2.0078 2.0175 0.0926
*
```

Mulliken population analysis, charges in e, atoms 1 to 2: C -1.50; C 0.62

---

(5)
Density functional theory data (ωB97M-V with the def2-TZVPD basis set) for the molecule C5H7NO4.

- E_LUMO (eV) = 0.42
- ΔE to the lowest compared entry with this formula, charge and spin (kJ/mol) = 55.9
- SMILES string = NC(=O)C(=O)C[C@H](O)C=O
- frontier orbital gap (eV) = 10.23
- HOMO energy (eV) = -9.801

The geometry in ORCA input format:
```
! wB97M-V def2-TZVPD RIJCOSX def2/J DEFGRID3
* xyz 0 1
N 1.0953 -0.5470 -2.9624
C 1.5442 -0.5867 -1.7074
O 2.6443 -0.1248 -1.4092
C 0.4471 -0.8336 -0.6442
O -0.1346 -1.8913 -0.6351
C 0.1473 0.3089 0.2853
C -0.9223 -0.0281 1.3190
O -2.2046 0.0325 0.7674
C -0.8071 0.8903 2.5130
O -1.7370 1.5692 2.8787
H 0.7499 -1.3968 -3.3915
H 1.4651 0.2821 -3.4827
H -0.1405 1.1904 -0.3054
H 1.1017 0.5739 0.7723
H -0.7194 -1.0453 1.7089
H -2.6981 0.7097 1.2523
H 0.1686 0.8965 3.0412
*
```

Mulliken population analysis, charges in e, atoms 1 to 2: N -0.42; C 0.35

---

(6)
Density functional theory data (ωB97M-V with the def2-TZVPD basis set) for a 2-piece molecular cluster, CH7NO overall.

- E_LUMO (eV) = 0.78
- ΔE to the lowest compared entry with this formula, charge and spin (kJ/mol) = 112.9
- SMILES string = CN.O
- frontier orbital gap (eV) = 9.99
- HOMO energy (eV) = -9.207

The geometry in ORCA input format:
```
! wB97M-V def2-TZVPD RIJCOSX def2/J DEFGRID3
* xyz 0 1
C -1.5352 -0.6397 -0.6631
N -0.2698 -0.2534 -0.9901
H -1.7738 -1.5673 -1.2106
H -2.1704 0.2219 -1.0398
H -1.8144 -0.7062 0.3169
H 0.3262 -0.1168 -0.1204
H 0.2382 -1.0021 -1.6223
O 1.7269 0.9254 1.4751
H 1.5281 0.3258 0.7266
H 0.9508 1.0532 2.0577
*
```

Mulliken population analysis, charges in e, atoms 1 to 2: C -0.70; N -0.46

---

ΔE to the lowest compared entry with this formula, charge and spin of number 6 (CH7NO)?
112.9 kJ/mol